Record 1
This record from the Open Molecules 2025 dataset describes C20H25N3O3 in the gas phase. The level of theory is ωB97M-V/def2-TZVPD.

Geometry (Å):
C -1.970 2.332 4.489
C -2.020 3.583 3.665
C -2.352 4.800 4.245
C -2.401 5.956 3.488
C -2.131 5.907 2.133
C -1.795 4.708 1.519
C -1.736 3.552 2.299
O -1.422 2.338 1.690
C -0.036 2.050 1.691
C 0.191 0.865 0.817
C 0.012 0.665 -0.522
C 0.388 -0.689 -0.715
N 0.766 -1.218 0.424
O 0.643 -0.268 1.375
C 0.468 -1.339 -2.052
O 0.776 -0.652 -3.016
N 0.185 -2.650 -2.154
C -0.189 -3.538 -1.073
H -1.284 -3.599 -1.006
C 0.390 -4.948 -1.349
N 1.638 -4.924 -2.063
C 2.779 -4.397 -1.330
H 2.543 -3.477 -0.773
C 3.781 -4.099 -2.437
H 4.573 -3.425 -2.117
H 4.225 -5.029 -2.792
C 2.885 -3.493 -3.515
H 3.302 -3.596 -4.515
C 1.557 -4.250 -3.362
C 0.341 -3.308 -3.434
H -0.574 -3.866 -3.658
H 0.491 -2.545 -4.198
H 1.452 -5.020 -4.140
H 2.729 -2.432 -3.316
H 3.132 -5.151 -0.624
H 0.541 -5.468 -0.402
H -0.317 -5.533 -1.946
H 0.200 -3.144 -0.136
H -0.327 1.350 -1.268
H 0.318 1.820 2.706
H 0.533 2.907 1.303
C -1.508 4.653 0.049
H -2.133 5.363 -0.487
H -0.465 4.911 -0.146
H -1.693 3.653 -0.333
H -2.182 6.807 1.538
H -2.659 6.895 3.954
H -2.575 4.835 5.302
H -1.014 2.257 5.009
H -2.091 1.456 3.856
H -2.758 2.340 5.238

The maximum force is 1.06 eV/A. The value obtained for the total energy is -31757.234 eV. The energy relative to the best compared isomer or geometry (same formula, charge and spin) is 86.7 kcal per mole. The spin multiplicity is 1. The calculation puts the HOMO energy at -8.208 eV. As for the structure (SMILES): Cc1cccc(C)c1OCc1cc(C(=O)N2CCN3CCC[C@@H]3C2)no1.



Record 2
This record from the Open Molecules 2025 dataset describes C20H25N3O4S in the gas phase. The level of theory is ωB97M-V/def2-TZVPD.

Geometry (Å):
C 6.793 0.571 -3.718
C 6.932 0.147 -2.260
O 6.018 0.818 -1.410
C 4.715 0.464 -1.392
C 3.887 1.275 -0.605
C 2.540 1.004 -0.495
C 2.007 -0.081 -1.169
C 2.808 -0.893 -1.945
C 4.160 -0.627 -2.064
H 4.767 -1.273 -2.678
H 2.357 -1.725 -2.462
S 0.280 -0.486 -1.037
O -0.395 0.589 -0.341
O -0.232 -0.871 -2.317
N 0.360 -1.861 -0.083
C 0.697 -1.578 1.306
C -0.165 -2.366 2.288
H 0.133 -3.416 2.253
H 0.031 -2.004 3.299
C -1.673 -2.271 1.995
C -2.261 -1.003 2.625
O -2.912 -1.063 3.651
N -1.965 0.155 2.010
H -1.465 0.186 1.128
C -2.527 1.415 2.449
C -3.653 1.846 1.546
C -3.423 2.101 0.195
N -4.372 2.465 -0.648
C -5.606 2.590 -0.190
C -5.954 2.352 1.130
C -4.955 1.969 2.012
H -5.181 1.765 3.049
H -6.976 2.458 1.460
H -6.346 2.893 -0.919
H -2.431 2.001 -0.227
H -1.734 2.171 2.442
H -2.891 1.272 3.469
C -1.970 -2.406 0.489
C -0.717 -2.808 -0.288
H -0.368 -3.801 0.007
H -0.918 -2.810 -1.360
H -2.332 -1.461 0.077
H -2.750 -3.151 0.325
H -2.154 -3.092 2.537
H 1.754 -1.832 1.460
H 0.584 -0.504 1.482
H 1.889 1.629 0.094
H 4.333 2.113 -0.094
H 6.834 -0.939 -2.153
H 7.914 0.442 -1.879
H 7.549 0.071 -4.318
H 5.810 0.319 -4.107
H 6.930 1.646 -3.803

The maximum force is 1.09 eV/A. The value obtained for the total energy is -44641.289 eV. The energy relative to the best compared isomer or geometry (same formula, charge and spin) is 64.0 kcal per mole. The spin multiplicity is 1. The calculation puts the HOMO energy at -9.060 eV. As for the structure (SMILES): CCOc1ccc(S(=O)(=O)N2CCC(C(=O)NCc3cccnc3)CC2)cc1.



Record 3
This record from the Open Molecules 2025 dataset describes 5 unconnected molecules or ions with the total composition C20H25N5. The level of theory is ωB97M-V/def2-TZVPD.

Geometry (Å):
N -6.281 -0.125 -0.094
C -7.301 0.337 0.717
C -7.414 -0.457 1.890
C -6.429 -1.432 1.709
C -5.760 -1.165 0.529
H -6.016 0.232 -1.001
H -7.803 1.231 0.380
H -8.146 -0.243 2.655
H -6.124 -2.274 2.313
H -4.976 -1.722 0.038
N -0.833 -6.193 -4.125
C -0.240 -5.227 -3.394
C 1.117 -5.418 -3.352
C 1.398 -6.453 -4.273
C 0.145 -6.865 -4.695
H -1.835 -6.220 -4.253
H -0.920 -4.506 -2.964
H 1.917 -4.950 -2.798
H 2.328 -6.860 -4.641
H -0.106 -7.689 -5.346
N 2.549 7.907 1.610
C 2.391 6.681 2.159
C 1.219 6.124 1.658
C 0.625 7.096 0.809
C 1.515 8.153 0.756
H 3.263 8.579 1.852
H 3.057 6.461 2.981
H 0.813 5.144 1.858
H -0.183 7.036 0.094
H 1.337 9.076 0.224
N 3.568 2.228 -0.884
C 4.720 1.725 -0.337
C 5.070 0.599 -1.046
C 4.058 0.291 -1.947
C 3.202 1.444 -1.981
H 2.954 2.970 -0.579
H 5.178 2.225 0.503
H 5.915 0.000 -0.740
H 4.003 -0.501 -2.679
H 2.490 1.773 -2.723
N 1.267 -2.232 2.044
C 0.213 -2.933 2.574
C -0.392 -2.272 3.502
C 0.247 -1.004 3.652
C 1.294 -1.063 2.683
H 2.065 -2.625 1.566
H 0.071 -3.924 2.168
H -1.316 -2.528 3.999
H 0.110 -0.199 4.359
H 1.975 -0.233 2.571

The maximum force is 5.61 eV/A. The value obtained for the total energy is -28592.538 eV. The energy relative to the best compared isomer or geometry (same formula, charge and spin) is 93.6 kcal per mole. The spin multiplicity is 1. The calculation puts the HOMO energy at -7.987 eV. As for the structure (SMILES): c1cc[nH]c1.c1cc[nH]c1.c1cc[nH]c1.c1cc[nH]c1.c1cc[nH]c1.